Entry 1:
The following is a DFT calculation (the ωB97M-V functional and the def2-TZVPD basis) of C6H8N2O3 in the gas phase.

```
! RIJCOSX wB97M-V def2-TZVPD def2/J DEFGRID3
* xyz 0 1
C -1.5097 -0.3874 1.3929
C -0.3045 -0.0565 0.5812
C 0.9001 0.5172 1.2663
C 0.1703 -1.2383 -0.1967
O 0.0099 -2.4487 0.0177
N 1.3090 -0.8209 -1.0837
C 0.9322 0.1831 -1.9882
O 1.3650 0.2921 -3.1530
N -0.0388 1.0207 -1.5723
C -0.7472 0.9896 -0.3978
O -1.6785 1.7482 -0.2078
H -1.2853 -1.4909 1.7891
H -1.7696 0.2808 2.2223
H -2.3420 -0.5284 0.7268
H 1.5693 -0.2813 1.7804
H 0.5368 1.1723 2.1561
H 1.6522 1.0057 0.5538
H 1.5489 -1.6216 -1.6693
H -0.3180 1.6644 -2.2179
*
```

Its energy above the lowest of the compared OMol25 structures with the same formula, charge and spin is 0.025 eV. The calculation puts the HOMO energy at -10.581 eV. Its structure (SMILES) is CC1(C)C(=O)NC(=O)NC1=O. The calculation puts the LUMO energy at 0.0066 Ha. The orbital gap is 10.8 eV.

Results of the Mulliken charge analysis, in e, for atoms 1 through 4:
1. C -1.59
2. C 1.96
3. C -1.45
4. C -0.01

=====

Entry 2:
The following is a DFT calculation (the ωB97M-V functional and the def2-TZVPD basis) of a gas-phase ion, C10H13BrN (charge +1).

```
! RIJCOSX wB97M-V def2-TZVPD def2/J DEFGRID3
* xyz 1 1
C -0.4938 1.7715 -1.4420
C -0.3461 1.1124 -0.0832
C 0.1117 2.1319 1.0003
N -1.6957 0.6811 0.3512
C -1.8270 -0.7845 0.1318
C -0.4098 -1.3057 0.0632
C 0.0009 -2.6179 0.0459
C 1.4041 -2.8931 0.0412
C 2.3372 -1.8836 -0.1237
C 1.8633 -0.5684 -0.0735
Br 3.3355 0.7359 -0.0501
C 0.5257 -0.3088 -0.0666
H -0.9890 2.7845 -1.2941
H -1.0724 1.0909 -2.1312
H 0.4873 2.0535 -1.9680
H 0.2156 1.7666 2.1151
H -0.3776 3.1545 0.9108
H 1.1558 2.5967 0.9441
H -2.2134 1.2852 -0.1620
H -1.6981 0.9626 1.3777
H -2.4063 -1.1017 -0.7062
H -2.3141 -1.1989 0.9869
H -0.6842 -3.4200 0.1854
H 1.6988 -4.0179 -0.0129
H 3.3918 -2.0269 -0.0400
*
```

Its energy above the lowest of the compared OMol25 structures with the same formula, charge and spin is 0.000 eV. The calculation puts the HOMO energy at -12.687 eV. Its structure (SMILES) is CC1(C)[NH2+]Cc2cccc(Br)c21. The calculation puts the LUMO energy at -0.1090 Ha. The orbital gap is 9.7 eV.

Results of the Mulliken charge analysis, in e, for atoms 1 through 4:
1. C -1.33
2. C 0.60
3. C -1.37
4. N 0.12

=====

Entry 3:
The following is a DFT calculation (the ωB97M-V functional and the def2-TZVPD basis) of C4H8N2O in the gas phase.

```
! RIJCOSX wB97M-V def2-TZVPD def2/J DEFGRID3
* xyz 0 1
C -0.0975 1.6807 -1.0100
C 0.0518 0.1970 -0.7261
O 1.3991 -0.0824 -0.2826
C 1.2981 -1.0852 0.6481
N 1.9353 -1.2258 1.7215
C -0.7372 -0.0591 0.5391
N -1.8405 -0.7511 0.5336
H 0.0672 2.2252 -0.0766
H -1.1187 1.8753 -1.3580
H 0.6101 2.0309 -1.7661
H -0.1327 -0.3946 -1.6461
H 2.5326 -0.4200 1.8929
H 0.5871 -1.8598 0.3388
H -2.3169 -1.1877 -0.2543
H -2.2376 -0.9437 1.4459
*
```

Its energy above the lowest of the compared OMol25 structures with the same formula, charge and spin is 4.020 eV. The calculation puts the HOMO energy at -8.331 eV. The calculation puts the LUMO energy at 0.0257 Ha. The orbital gap is 9.0 eV.

Results of the Mulliken charge analysis, in e, for atoms 1 through 4:
1. C -1.41
2. C 0.84
3. O -0.38
4. C 0.11

=====

Entry 4:
The following is a DFT calculation (the ωB97M-V functional and the def2-TZVPD basis) of a molecular structure, C16H24AlF12O15S4.

```
! RIJCOSX wB97M-V def2-TZVPD def2/J DEFGRID3
* xyz -1 1
Al -0.7862 0.1993 0.0810
C 3.5617 -0.3543 -3.3271
F 4.5070 -0.1050 -2.4199
F 3.9288 -0.1347 -4.6349
F 3.0497 -1.5794 -3.1775
S 2.1242 0.9303 -2.9730
O 1.5012 0.5472 -1.6904
O 2.8195 2.2251 -2.8685
O 1.1529 0.8615 -4.0693
C -1.5983 4.7480 -2.9596
F -1.8818 3.8742 -3.9542
F -0.9944 5.8707 -3.3581
F -2.7160 5.1127 -2.2933
S -0.3678 3.9063 -1.7425
O 0.9080 4.0878 -2.4426
O -0.5063 4.6578 -0.5018
O -0.7108 2.4857 -1.6154
C -4.0643 -3.6036 1.7759
F -3.9501 -4.1486 2.9879
F -3.4091 -4.4072 0.9382
F -5.3611 -3.4899 1.4267
S -3.2127 -1.8647 1.6432
O -1.7984 -2.0373 1.8975
O -3.3209 -1.3775 0.2485
O -3.8305 -0.9346 2.5909
C 2.9098 3.9147 2.2169
F 4.1608 4.3860 2.1197
F 2.7664 3.1722 3.3160
F 1.9138 4.7890 2.2268
S 2.6449 2.7152 0.7264
O 1.2637 2.1838 0.7732
O 2.8436 3.5393 -0.4994
O 3.6939 1.7249 0.8692
C 2.2434 -3.7413 1.2550
C 3.4085 -2.8638 0.7799
C 2.6667 -1.5447 0.4435
O 1.2815 -1.8314 0.3929
C 1.0390 -3.2672 0.4380
H 2.2041 -3.5913 2.3339
H 2.4684 -4.7956 1.0945
H 3.8633 -3.2558 -0.1298
H 4.1662 -2.7839 1.5594
H 3.0540 -1.2849 -0.5418
H 2.8243 -0.8293 1.2507
H 1.0761 -3.6149 -0.5944
H 0.0819 -3.5729 0.8607
C -1.7809 2.6413 4.5744
C -1.6134 3.8231 3.7087
C -1.2971 3.2776 2.3177
O -1.6700 1.9017 2.3763
C -2.3391 1.5865 3.6319
H -2.4069 2.8351 5.4455
H -0.8418 2.2267 4.9409
H -0.8225 4.5219 3.9814
H -2.5451 4.3517 3.5076
H -0.2605 3.4278 2.0161
H -1.9609 3.7395 1.5868
H -2.0360 0.6392 4.0780
H -3.4268 1.6426 3.5887
C -1.4732 -4.1406 -2.8281
C -1.0932 -3.0595 -3.8120
C -0.1411 -2.2704 -2.9331
O -0.8375 -2.1894 -1.6992
C -1.7786 -3.3138 -1.6047
H -0.6788 -4.8610 -2.6334
H -2.3596 -4.6828 -3.1573
H -1.9640 -2.4903 -4.1374
H -0.6800 -3.5053 -4.7168
H 0.0940 -1.2945 -3.3578
H 0.7951 -2.8106 -2.7920
H -2.7724 -2.8937 -1.7595
H -1.7278 -4.0200 -0.7760
*
```

Its energy above the lowest of the compared OMol25 structures with the same formula, charge and spin is 2.167 eV. The calculation puts the HOMO energy at -7.068 eV. The calculation puts the LUMO energy at -0.1228 Ha. The orbital gap is 3.7 eV.

Results of the Mulliken charge analysis, in e, for atoms 1 through 4:
1. Al 1.87
2. C 0.41
3. F -0.19
4. F -0.23

=====

Entry 5:
The following is a DFT calculation (the ωB97M-V functional and the def2-TZVPD basis) of 5 unconnected molecules or ions with the total composition CH12N2O4.

```
! RIJCOSX wB97M-V def2-TZVPD def2/J DEFGRID3
* xyz 0 1
H 1.7255 -0.4075 1.1741
N 0.7969 -0.4200 0.7814
C 0.7019 0.2801 -0.2692
N -0.5205 0.4679 -0.8789
H 1.5359 0.8371 -0.6983
H -1.1413 -0.3131 -0.7189
H -0.4637 0.8598 -1.7809
O 1.2803 -3.0915 2.9044
H 2.0707 -3.5804 3.1401
H 1.5890 -2.5207 2.1879
O -2.8347 2.3631 -3.5564
H -3.0324 1.8150 -2.7706
H -3.5904 2.9319 -3.6648
O -3.5090 0.9403 -1.0076
H -2.7494 1.1826 -0.4842
H -4.1517 0.5643 -0.4219
O 4.1362 -0.6285 2.4062
H 4.7742 -0.9472 1.7597
H 3.3825 -0.3331 1.8980
*
```

Its energy above the lowest of the compared OMol25 structures with the same formula, charge and spin is 1.237 eV. The calculation puts the HOMO energy at -10.109 eV. Its structure (SMILES) is [H]/N=C/N.O.O.O.O. The calculation puts the LUMO energy at 0.0147 Ha. The orbital gap is 10.5 eV.

Results of the Mulliken charge analysis, in e, for atoms 1 through 4:
1. H 0.11
2. N -0.55
3. C 0.03
4. N -0.43

=====

Entry 6:
The following is a DFT calculation (the ωB97M-V functional and the def2-TZVPD basis) of a molecular structure, C15H31BF9K2NO9P3S2.

```
! RIJCOSX wB97M-V def2-TZVPD def2/J DEFGRID3
* xyz -1 1
C 2.9120 -3.0003 3.5649
C 1.3859 -3.3956 3.1725
O 1.3064 -3.2884 1.7395
C -0.0336 -2.9628 1.2949
C 0.0179 -1.7700 0.2052
P -0.2387 -0.0385 0.9345
S 1.7725 0.0012 1.7442
C 0.0217 1.5101 -0.1398
C 0.7807 1.2463 -1.5227
C 2.2561 1.8224 -1.6065
F 3.2166 0.9991 -0.9379
F 2.6309 1.7505 -2.9861
C 2.4403 3.3114 -1.0641
F 2.7783 3.1916 0.3203
F 1.2893 4.1109 -1.1751
C 3.6872 4.1048 -1.7221
F 4.1187 5.0096 -0.7039
F 4.7970 3.2663 -1.9528
C 3.2885 5.0134 -2.9723
F 2.3092 4.4749 -3.7914
F 2.8602 6.2573 -2.4403
F 4.3795 5.3289 -3.7973
P -2.3573 -0.1522 0.2939
S -3.2896 -1.5930 1.2690
B -0.8672 0.3039 2.7492
O -1.1142 -0.7204 3.7246
O -1.1196 1.6854 3.1230
C -0.6169 1.9845 4.4371
C 1.0029 1.9265 4.5178
H 3.6051 -3.0315 2.6528
H 3.3395 -3.6528 4.3883
H 2.8883 -1.9000 3.8858
H 0.7023 -2.6902 3.7405
H 1.2247 -4.4630 3.5604
H -0.4077 -3.8816 0.7106
H -0.7854 -2.7905 2.1256
H 1.0235 -1.8773 -0.3428
H -0.8008 -2.0331 -0.5625
H 2.5385 -0.7042 0.8169
H 0.4693 2.3222 0.5128
H -1.0336 1.8793 -0.4189
H 0.8181 0.1282 -1.7889
H 0.1899 1.7428 -2.3720
H -2.4977 -0.2934 -1.1399
H -2.9977 1.1019 0.6161
H -0.3203 -0.7481 4.3061
H -0.8912 3.0897 4.6741
H -1.1107 1.3551 5.2562
H 1.3766 0.8961 4.8626
H 1.3084 2.6874 5.3234
H 1.4806 2.2344 3.5205
C -4.3968 -4.8401 -0.4870
C -3.3734 -4.4319 -1.4999
O -2.5351 -3.5358 -1.3637
N -3.2345 -5.1705 -2.7300
C -3.4687 -4.3497 -3.9476
H -4.3714 -4.1460 0.3562
H -5.3887 -4.8173 -0.9372
H -4.1725 -5.8579 -0.1220
H -3.8095 -6.0239 -2.7166
H -2.2166 -5.3966 -2.7535
H -4.4893 -3.9686 -3.9179
H -3.3319 -5.0060 -4.8120
H -2.7403 -3.5401 -3.9761
O -4.3805 0.9257 4.0403
H -3.4352 0.7991 4.0885
K -5.9164 -3.0258 0.1579
O 3.8090 6.3332 -6.4863
P 2.5875 5.6857 -7.1449
O 2.4550 6.2048 -8.5797
O 1.3327 6.0428 -6.3417
O 2.7538 4.1633 -7.1711
K -1.4117 4.2061 5.7380
*
```

The calculation puts the HOMO energy at -1.843 eV. The calculation puts the LUMO energy at -0.0274 Ha. The orbital gap is 1.1 eV.

Results of the Mulliken charge analysis, in e, for atoms 1 through 4:
1. C -0.83
2. C 0.26
3. O -0.38
4. C -0.40

=====

Entry 7:
The following is a DFT calculation (the ωB97M-V functional and the def2-TZVPD basis) of 2 unconnected molecules or ions with the total composition C3H8N2O2.

```
! RIJCOSX wB97M-V def2-TZVPD def2/J DEFGRID3
* xyz 0 1
O 0.0115 2.1017 0.0353
C -0.5194 1.0165 -0.0427
N -0.0250 -0.1204 -0.6111
C -0.9082 -1.2495 -0.4413
C -2.0274 -0.6305 0.4244
O -1.7637 0.7713 0.4536
H 0.9931 -0.1842 -0.6776
H -0.4143 -2.0852 0.0659
H -1.2894 -1.6124 -1.4032
H -2.0083 -1.0094 1.4517
H -3.0246 -0.7831 0.0079
N 2.6284 0.7225 0.0467
H 2.1660 1.6017 -0.1842
H 3.6130 0.8090 -0.1848
H 2.5682 0.6519 1.0594
*
```

Its energy above the lowest of the compared OMol25 structures with the same formula, charge and spin is 0.302 eV. The calculation puts the HOMO energy at -9.690 eV. Its structure (SMILES) is O=C1NCCO1.N. The calculation puts the LUMO energy at 0.0315 Ha. The orbital gap is 10.5 eV.

Results of the Mulliken charge analysis, in e, for atoms 1 through 4:
1. O -0.62
2. C 0.49
3. N -0.14
4. C -0.39

=====

Entry 8:
The following is a DFT calculation (the ωB97M-V functional and the def2-TZVPD basis) of a molecular structure, C42H38F6O5S.

```
! RIJCOSX wB97M-V def2-TZVPD def2/J DEFGRID3
* xyz 0 1
C 2.0470 0.2331 0.5711
C 2.3503 1.3539 -0.3022
C 3.7970 1.2756 -1.0313
C 4.7632 2.4283 -0.5089
C 5.2684 1.9743 0.9620
O 4.7094 2.3441 2.0180
C 3.3976 1.2100 -2.5812
O 4.6368 0.7380 -3.2049
S 4.9334 -0.6246 -2.2337
O 4.1490 -1.8006 -2.7680
O 6.3739 -1.0547 -2.2827
O 4.3801 -0.0422 -0.7330
H 2.1053 0.3518 1.6994
H 1.8143 -0.7565 0.0599
H 1.6683 2.2477 -0.4505
H 5.7111 2.5651 -1.1244
H 4.1883 3.4065 -0.3380
H 6.1935 1.3105 1.0178
H 2.5238 0.4621 -2.5515
H 2.8844 2.1334 -3.0470
F 2.8895 3.7859 -2.8148
C 3.4020 4.8873 -3.4040
C 3.3486 5.0071 -4.7828
C 3.8721 6.1436 -5.3892
C 4.4521 7.1414 -4.6102
C 4.5041 7.0069 -3.2262
C 3.9710 5.8758 -2.6182
H 2.9005 4.2162 -5.3732
H 3.8290 6.2517 -6.4671
H 4.8642 8.0257 -5.0845
H 4.9597 7.7828 -2.6211
H 3.9947 5.7583 -1.5412
F -0.4954 -1.5527 -0.2799
C -0.3473 -2.7492 0.3157
C 0.5386 -3.6716 -0.2173
C 0.6932 -4.9061 0.4048
C -0.0476 -5.2066 1.5457
C -0.9377 -4.2727 2.0678
C -1.0844 -3.0345 1.4522
H 1.1004 -3.4225 -1.1104
H 1.3893 -5.6331 0.0014
H 0.0705 -6.1715 2.0279
H -1.5170 -4.5090 2.9535
H -1.7663 -2.2917 1.8497
F -2.5138 -2.5730 4.5490
C -2.6131 -1.2508 4.7767
C -3.8040 -0.6004 4.4958
C -3.9083 0.7656 4.7351
C -2.8175 1.4667 5.2424
C -1.6251 0.8031 5.5160
C -1.5233 -0.5648 5.2872
H -4.6395 -1.1615 4.0934
H -4.8379 1.2834 4.5260
H -2.8984 2.5331 5.4247
H -0.7751 1.3512 5.9072
H -0.6057 -1.0995 5.5024
F -4.9019 -9.3896 4.6258
C -4.4783 -8.1223 4.7551
C -5.4076 -7.1084 4.9246
C -4.9683 -5.7961 5.0635
C -3.6058 -5.5116 5.0206
C -2.6823 -6.5380 4.8449
C -3.1200 -7.8519 4.7169
H -6.4641 -7.3481 4.9471
H -5.6865 -4.9958 5.2043
H -3.2644 -4.4871 5.1248
H -1.6213 -6.3146 4.8077
H -2.4148 -8.6645 4.5883
F -5.1826 2.3745 1.3222
C -4.0081 2.4287 0.6729
C -3.5703 3.6390 0.1591
C -2.3515 3.6960 -0.5087
C -1.5903 2.5401 -0.6639
C -2.0428 1.3293 -0.1479
C -3.2561 1.2738 0.5294
H -4.1804 4.5260 0.2828
H -1.9956 4.6395 -0.9081
H -0.6412 2.5845 -1.1890
H -1.4513 0.4304 -0.2731
H -3.6199 0.3417 0.9456
F 0.5315 0.5283 -2.9888
C -0.0418 0.5623 -4.2054
C 0.4410 -0.2645 -5.2068
C -0.1546 -0.2331 -6.4631
C -1.2185 0.6322 -6.7057
C -1.6911 1.4614 -5.6928
C -1.1033 1.4228 -4.4331
H 1.2754 -0.9254 -5.0012
H 0.2099 -0.8812 -7.2523
H -1.6796 0.6591 -7.6875
H -2.5170 2.1375 -5.8843
H -1.4639 2.0549 -3.6297
*
```

Its energy above the lowest of the compared OMol25 structures with the same formula, charge and spin is 0.000 eV. The calculation puts the HOMO energy at -7.992 eV. The calculation puts the LUMO energy at -0.0187 Ha. The orbital gap is 7.5 eV.

Results of the Mulliken charge analysis, in e, for atoms 1 through 4:
1. C -0.89
2. C -0.52
3. C 1.33
4. C -0.35

=====

Entry 9:
The following is a DFT calculation (the ωB97M-V functional and the def2-TZVPD basis) of 2 unconnected molecules or ions with the total composition H3N3O3.

```
! RIJCOSX wB97M-V def2-TZVPD def2/J DEFGRID3
* xyz 0 1
N 1.3446 0.7493 -0.2165
N -0.1813 -0.4778 0.7614
N -1.1301 0.2619 -0.0221
O -1.2921 1.3667 0.3028
O -1.6394 -0.3257 -0.9610
O -0.0153 -1.6066 0.1898
H 1.1780 1.4793 0.5138
H 2.1848 0.1617 0.0576
H -0.4493 -1.6088 -0.6258
*
```

Its energy above the lowest of the compared OMol25 structures with the same formula, charge and spin is 6.282 eV. The calculation puts the HOMO energy (spin up / spin down) at -10.855 / -10.334 eV. The calculation puts the LUMO energy (spin up / spin down) at -0.0592 / -0.0292 Ha. The orbital gap (spin up / spin down) is 9.2 / 9.5 eV.

Results of the Mulliken charge analysis, in e, for atoms 1 through 4:
1. N -0.46
2. N -0.24
3. N 1.23
4. O -0.55

=====

Number 1: energy -15474.910 eV. Number 2: energy -82105.747 eV. Number 3: energy -9302.373 eV. Number 4: energy -130235.542 eV. Number 5: energy -12401.605 eV. Number 6: energy -143283.368 eV. Number 7: energy -10316.651 eV. Number 8: energy -81540.230 eV. Number 9: energy -10653.513 eV.